DFT (the ωB97M-V functional and the def2-TZVPD basis) results for 7 unconnected molecules or ions with the total composition C33H63Cl3O18S2.

CARTESIAN COORDINATES (ANGSTROEM)
O 1.0835 3.7529 -0.7003
S -0.3252 3.5496 -0.7775
O -1.0903 3.2692 0.3956
Cl -1.1056 5.2612 -1.5873
C -0.7136 2.3416 -2.0160
C -2.1432 2.4437 -2.5509
C -2.6619 1.0946 -3.0849
C -4.0978 0.7259 -2.6857
C -4.4270 0.9584 -1.2154
O -4.9980 -0.2425 -0.6175
S -6.5618 -0.0797 -0.6101
O -7.1190 -0.8604 0.4260
O -7.0534 -0.1601 -1.9440
O -6.5347 1.4373 -0.1509
C -5.4520 2.1160 -0.8314
Cl -4.7218 3.1633 0.4057
C -6.0888 2.9605 -1.9318
C -5.2495 4.1070 -2.5312
C -5.0304 4.0069 -4.0346
Cl -6.4118 4.6949 -4.9489
H -0.5328 1.3896 -1.5135
H 0.0237 2.4850 -2.8056
H -2.1465 3.1880 -3.3460
H -2.7817 2.8311 -1.7562
H -1.9939 0.2791 -2.8093
H -2.6334 1.1195 -4.1742
H -4.2133 -0.3437 -2.8619
H -4.8214 1.1997 -3.3420
H -3.5209 1.1054 -0.6322
H -6.9868 3.3703 -1.4716
H -6.4365 2.2873 -2.7165
H -5.7884 5.0364 -2.3484
H -4.2907 4.2231 -2.0302
H -4.9546 2.9779 -4.3776
H -4.1434 4.5491 -4.3525
O -2.3432 -1.5672 -4.2966
C -2.6146 -2.6904 -4.6463
O -3.6275 -2.8606 -5.5014
C -3.9626 -4.1361 -6.0839
C -4.8677 -4.9418 -5.1778
C -1.8899 -3.8900 -4.0861
H -3.0564 -4.6806 -6.3500
H -4.4766 -3.8966 -7.0098
H -4.3842 -5.2051 -4.2362
H -5.1612 -5.8639 -5.6805
H -5.7687 -4.3723 -4.9491
H -2.4207 -4.2226 -3.1939
H -0.8917 -3.5750 -3.7953
H -1.8139 -4.7249 -4.7768
O 3.4651 0.1053 0.8511
C 3.6396 1.1566 1.4042
O 4.8950 1.4698 1.7975
C 5.2430 2.7601 2.3130
C 4.9909 2.8718 3.8010
C 2.5029 2.0956 1.7255
H 4.7384 3.5479 1.7532
H 6.3078 2.8538 2.1025
H 3.9309 2.7842 4.0395
H 5.3469 3.8338 4.1709
H 5.5184 2.0790 4.3284
H 2.1080 1.8402 2.7088
H 1.7294 1.9394 0.9832
H 2.7715 3.1477 1.7103
O -5.1042 -4.1523 -9.1117
C -6.2865 -4.0571 -9.3075
O -7.0991 -3.9834 -8.2339
C -8.5036 -3.7074 -8.3349
C -9.3153 -4.9611 -8.5781
C -6.8774 -4.0855 -10.6946
H -8.6878 -2.9455 -9.0926
H -8.7583 -3.2687 -7.3719
H -9.0737 -5.4187 -9.5375
H -10.3791 -4.7226 -8.5727
H -9.1198 -5.6928 -7.7945
H -7.0972 -5.1221 -10.9508
H -6.1259 -3.7124 -11.3844
H -7.7853 -3.4993 -10.8054
O 10.5890 4.5101 6.2178
C 10.4044 3.3906 5.8267
O 9.4261 3.1899 4.9104
C 9.2317 1.9322 4.2523
C 8.3625 0.9897 5.0560
C 11.1666 2.2013 6.3532
H 10.1878 1.4778 3.9918
H 8.7378 2.1952 3.3171
H 8.8349 0.7034 5.9953
H 8.1652 0.0822 4.4844
H 7.4133 1.4687 5.2913
H 10.6264 1.7964 7.2093
H 12.1381 2.5489 6.6947
H 11.3200 1.4065 5.6326
O 12.8197 -0.3934 5.5588
C 13.9330 -0.7342 5.8563
O 14.0909 -1.5179 6.9404
C 15.3486 -2.1042 7.3008
C 16.1979 -1.1687 8.1340
C 15.1464 -0.2524 5.0980
H 15.8757 -2.4544 6.4129
H 15.0754 -2.9854 7.8785
H 16.4823 -0.2767 7.5759
H 17.1090 -1.6759 8.4525
H 15.6484 -0.8526 9.0203
H 15.4921 0.6730 5.5593
H 14.8379 -0.0342 4.0796
H 15.9713 -0.9589 5.0755
O -8.2716 -0.4855 7.7124
C -8.1093 -0.7096 6.5447
O -7.8783 0.3293 5.7150
C -7.5160 0.1564 4.3379
C -8.7200 -0.0065 3.4372
C -8.2257 -2.1047 5.9739
H -6.8128 -0.6695 4.2278
H -6.9760 1.0680 4.0867
H -9.2788 -0.9131 3.6709
H -8.3963 -0.0632 2.3990
H -9.3928 0.8437 3.5531
H -9.2632 -2.2692 5.6826
H -7.9742 -2.8073 6.7633
H -7.5904 -2.2931 5.1131

Calculated values
Total energy ... -4826.48426 Eh
LUMO ... 0.2 eV
SMILES ... O=S(=O)(Cl)CCCC[C@@H]1OS(=O)(=O)O[C@]1(Cl)CCCCl.CCOC(C)=O.CCOC(C)=O.CCOC(C)=O.CCOC(C)=O.CCOC(C)=O.CCOC(C)=O


DFT (the ωB97M-V functional and the def2-TZVPD basis) results for 4 unconnected molecules or ions with the total composition C33H63F3N6O7 at a distorted geometry.

CARTESIAN COORDINATES (ANGSTROEM)
N -4.5982 0.5504 -1.0384
C -3.6386 0.6779 -2.1489
C -2.2510 0.1067 -1.8169
C -1.4295 -0.1813 -3.0721
C -0.4761 -1.3969 -3.0692
C -1.0001 -2.7500 -2.6408
C -0.8446 -3.0575 -1.1435
C 0.5665 -2.9489 -0.6913
F 1.4960 -3.8524 -1.0922
C 0.9838 -1.9274 0.1236
F 1.7569 -0.9110 -0.2320
F 0.6267 -1.8011 1.3889
N 0.0474 -1.3216 -4.4548
C 0.0649 0.0280 -4.8481
O 0.3724 0.3886 -5.9465
C -0.4158 0.8371 -3.6307
C -0.7932 2.2898 -3.8005
C -0.7607 2.9501 -5.0247
C -1.0948 4.3002 -5.0601
N -1.4691 5.0306 -4.0134
C -1.4767 4.3785 -2.8513
C -1.1631 3.0381 -2.6823
H -4.8403 -0.4306 -0.9515
H -4.1082 0.7761 -0.1773
H -3.5871 1.7144 -2.4789
H -4.0330 0.0638 -2.9589
H -2.4527 -0.8607 -1.3519
H -1.7244 0.7014 -1.0698
H -2.1422 -0.4755 -3.8522
H 0.4195 -1.1572 -2.4912
H -0.3941 -3.4958 -3.1639
H -2.0272 -2.9373 -2.9594
H -1.2118 -4.0751 -0.9634
H -1.4344 -2.4090 -0.4956
H -0.4605 -1.9035 -5.1104
H 0.4294 0.8364 -2.9288
H -0.4546 2.4340 -5.9190
H -1.0487 4.8070 -6.0181
H -1.7554 4.9489 -1.9712
H -1.1861 2.6243 -1.6867
C 4.5372 -1.9320 -0.2542
O 5.8148 -2.3299 -0.7027
C 6.0054 -2.2475 -2.1114
C 6.9207 -1.0975 -2.4821
N 6.2753 0.1918 -2.2665
C 7.1730 1.3464 -2.3040
C 8.3336 1.4015 -1.3129
O 7.9440 1.5889 0.0338
C 7.4994 0.4178 0.6967
H 4.4333 -2.2631 0.7801
H 4.4204 -0.8432 -0.2743
H 3.7452 -2.3942 -0.8490
H 5.0507 -2.1805 -2.6419
H 6.4913 -3.1793 -2.4124
H 7.1913 -1.1836 -3.5390
H 7.8363 -1.2084 -1.8877
H 5.8159 0.1825 -1.3668
H 6.5542 2.2299 -2.1292
H 7.5724 1.4396 -3.3193
H 8.9307 2.2806 -1.5689
H 9.0074 0.5408 -1.4042
H 8.0461 -0.4702 0.3690
H 6.4245 0.2766 0.5518
H 7.6631 0.5497 1.7656
C -11.6299 1.3127 2.0333
O -11.6832 1.8650 0.7336
C -11.2324 3.2114 0.6424
C -9.8897 3.3082 -0.0543
N -8.8158 2.7667 0.7684
C -7.5510 2.5506 0.0627
C -7.5207 1.6215 -1.1453
O -7.7109 0.2486 -0.8425
C -9.0537 -0.1515 -0.6506
H -12.2118 0.3922 2.0227
H -10.6058 1.0630 2.3317
H -12.0649 1.9909 2.7729
H -11.2027 3.6885 1.6264
H -11.9679 3.7441 0.0335
H -9.6766 4.3607 -0.2659
H -9.9814 2.7818 -1.0128
H -9.1154 1.8838 1.1584
H -6.8504 2.1471 0.7983
H -7.1597 3.5271 -0.2418
H -6.5209 1.6864 -1.5641
H -8.2078 1.9398 -1.9403
H -9.7419 0.3920 -1.3025
H -9.3572 -0.0346 0.3935
H -9.1196 -1.2141 -0.8886
C 5.4044 -3.8225 7.1328
O 4.6769 -3.8477 5.9206
C 3.3978 -3.2299 5.9830
C 3.3755 -1.9110 5.2361
N 4.1533 -0.8885 5.9249
C 4.4273 0.3101 5.1336
C 5.1816 0.1676 3.8143
O 6.5451 -0.1893 3.9382
C 6.7935 -1.5669 4.1522
H 6.2352 -4.5190 7.0310
H 5.8178 -2.8302 7.3430
H 4.7849 -4.1405 7.9760
H 3.0659 -3.1040 7.0177
H 2.6999 -3.9102 5.4873
H 2.3389 -1.5695 5.1521
H 3.7517 -2.1049 4.2232
H 5.0365 -1.2866 6.2131
H 5.0100 0.9798 5.7706
H 3.4754 0.8143 4.9363
H 5.1862 1.1547 3.3440
H 4.6725 -0.5017 3.1086
H 6.0768 -2.2008 3.6244
H 6.7948 -1.8074 5.2185
H 7.7924 -1.7837 3.7725

Calculated values
Total energy ... -2449.73608 Eh
LUMO ... -0.7 eV
SMILES ... NCC[C@@H]1[C@@H](CCC(F)=C(F)F)NC(=O)[C@H]1c1ccncc1.COCCNCCOC.COCCNCCOC.COCCNCCOC


DFT (the ωB97M-V functional and the def2-TZVPD basis) results for 5 unconnected molecules or ions with the total composition C33H63N3O19PS at a distorted geometry.

CARTESIAN COORDINATES (ANGSTROEM)
C -2.8561 4.7457 3.0187
C -1.6007 4.7705 2.6324
C -1.1250 3.5619 1.7442
O -1.4658 2.3868 2.4704
C -0.5403 2.1189 3.5397
C 0.4235 0.9580 3.1180
N 1.8538 1.2975 3.2463
C 2.6379 0.2283 2.5664
C 4.0942 0.6693 2.2481
C 4.1416 2.0755 1.5708
O 4.9302 0.6969 3.4033
C -2.0263 3.5620 0.4736
N -1.2508 3.4360 -0.8476
C -0.8190 4.8300 -1.1705
C 0.2125 5.0361 -2.2953
O -0.1303 5.5853 -3.2704
O 1.5348 4.6527 -2.1847
C 2.3489 5.6760 -2.7742
C 3.2507 5.3387 -3.9722
O 2.3665 6.7489 -2.3312
P -2.5192 2.7769 -1.9894
S -2.1792 3.0133 -3.8516
C -0.1625 2.4386 -0.5536
C 0.5288 1.7796 -1.7826
C 0.0592 0.2819 -1.9438
N 0.3276 -0.2324 -3.2781
C 1.2877 -1.3549 -3.2913
C 0.6945 -2.7458 -2.9459
C -0.8741 -0.4986 -4.0381
C -2.1250 -1.2154 -3.4855
O -0.9156 -0.1149 -5.1540
C 0.8324 3.0076 0.4779
O 0.2457 3.7557 1.5481
H -3.5058 3.8948 2.7697
H -3.3330 5.5697 3.5572
H -0.9120 5.5741 2.9160
H -1.1442 1.7104 4.3735
H -0.0239 3.0027 3.9437
H 0.2225 0.7636 2.0449
H 0.1335 0.0288 3.6492
H 2.0661 1.1417 4.2340
H 2.7135 -0.6857 3.1937
H 2.1698 -0.0752 1.6099
H 4.5796 -0.0265 1.5358
H 3.6756 2.0238 0.5671
H 5.2023 2.3459 1.4500
H 3.6219 2.7826 2.2352
H 4.3915 0.7791 4.2007
H -2.5534 4.5268 0.3923
H -2.8281 2.7999 0.5093
H -0.4488 5.3761 -0.2799
H -1.7239 5.3854 -1.4785
H 3.8183 6.2253 -4.2778
H 2.6265 4.9572 -4.7967
H 3.9362 4.5443 -3.6166
H -3.6643 3.5533 -1.6425
H -2.8478 1.4483 -1.5885
H -0.6707 1.5949 -0.0345
H 0.4616 2.3444 -2.7220
H 1.6097 1.7100 -1.5427
H 0.6120 -0.3052 -1.1802
H -1.0051 0.2439 -1.6360
H 1.8247 -1.3899 -4.2529
H 2.0536 -1.1347 -2.5203
H 0.0927 -3.0890 -3.8143
H 1.4653 -3.5177 -2.7872
H -0.0185 -2.7188 -2.1012
H -1.9105 -1.5892 -2.4655
H -2.9179 -0.4490 -3.3776
H -2.4645 -2.0425 -4.1223
H 1.3723 2.1306 0.8878
H 1.6175 3.6427 0.0307
C -7.5537 5.6581 -2.8647
O -6.6729 6.5152 -2.1341
C -5.6284 6.9580 -2.8400
O -5.3869 6.6956 -3.9882
O -4.8921 7.7438 -2.0447
C -3.7332 8.2926 -2.6771
H -8.3556 5.3670 -2.1905
H -7.9853 6.1847 -3.7147
H -7.0311 4.7609 -3.1965
H -4.0160 8.9217 -3.5196
H -3.0584 7.4996 -3.0029
H -3.2217 8.9070 -1.9393
C 1.4718 -8.2760 -4.6499
O 2.1156 -7.2523 -3.8880
C 3.1774 -7.6734 -3.1927
O 3.6037 -8.7971 -3.1664
O 3.6842 -6.6270 -2.5296
C 4.8330 -6.9378 -1.7400
H 0.6324 -7.8160 -5.1660
H 2.1537 -8.6903 -5.3915
H 1.0930 -9.0614 -3.9967
H 5.6464 -7.2996 -2.3679
H 4.5863 -7.6709 -0.9727
H 5.1564 -6.0215 -1.2513
C 3.2941 -9.3593 0.9757
O 3.1442 -8.6193 2.1878
C 3.7630 -9.1638 3.2414
O 4.4034 -10.1813 3.2355
O 3.5449 -8.3787 4.3010
C 4.1528 -8.8431 5.5075
H 2.7546 -8.8277 0.1944
H 4.3442 -9.4225 0.6911
H 2.8634 -10.3548 1.0759
H 5.2362 -8.8862 5.4007
H 3.7569 -9.8188 5.7872
H 3.9069 -8.1289 6.2900
C -3.8277 -4.0712 5.9290
O -3.8596 -2.6471 6.0559
C -3.7746 -1.9907 4.9008
O -3.6762 -2.4851 3.8069
O -3.8162 -0.6778 5.1645
C -3.7345 0.1469 4.0077
H -3.9039 -4.4870 6.9306
H -4.6725 -4.4236 5.3385
H -2.8876 -4.3968 5.4851
H -4.5772 -0.0388 3.3413
H -2.7897 -0.0133 3.4867
H -3.7767 1.1844 4.3348

Calculated values
Total energy ... -3628.23869 Eh
LUMO ... -3.0 eV
Net charge ... +1


DFT (the ωB97M-V functional and the def2-TZVPD basis) results for a molecular structure, C33H64N5P2SbV.

CARTESIAN COORDINATES (ANGSTROEM)
V 1.1085 0.8131 -0.1375
C 3.8278 0.4408 -1.4863
C 4.0559 0.9379 -0.0578
N 2.9180 1.7497 0.4718
C 2.9326 3.1662 0.0069
C 2.3571 3.2745 -1.3907
N 1.0822 2.5052 -1.4899
C 0.8763 1.9272 -2.8398
C 1.9360 0.8594 -3.0806
N 2.3733 0.2305 -1.7907
H 4.3694 -0.4967 -1.6145
H 4.2426 1.1354 -2.2117
H 4.9823 1.5145 -0.0120
H 4.1814 0.0936 0.6140
H 3.0333 1.7677 1.4836
H 3.9462 3.5704 0.0387
H 2.3278 3.7412 0.7003
H 3.0514 2.8791 -2.1262
H 2.1963 4.3214 -1.6513
H 0.3134 3.1427 -1.2961
H 0.9044 2.6911 -3.6204
H -0.1158 1.4835 -2.8287
H 2.8110 1.2734 -3.5783
H 1.5423 0.0937 -3.7473
H 2.2149 -0.7707 -1.9010
C 0.1946 3.7758 1.9656
P -0.3995 2.1318 1.4600
C -0.4049 1.2634 3.0644
N -0.7807 1.9644 4.1080
C -0.7664 1.3570 5.3119
C -1.1653 2.0688 6.4681
C -1.1384 1.4404 7.6761
C -0.7141 0.0878 7.7902
C -0.3210 -0.6229 6.6962
C -0.3407 -0.0014 5.4258
N 0.0444 -0.6931 4.3320
C 0.0152 -0.0816 3.1744
P 0.4365 -1.0133 1.6521
C -1.0912 -1.9550 1.3302
C 1.7546 -2.2560 2.1102
C 2.9082 -1.5033 2.7784
C 1.2541 -3.3407 3.0738
C 2.2205 -2.9109 0.8057
C -2.1527 2.3799 0.8972
C -2.1069 3.0792 -0.4653
C -2.8056 1.0054 0.7516
C -2.9348 3.2319 1.8997
H -0.4801 4.1580 2.7309
H 0.2251 4.4780 1.1325
H 1.1805 3.6888 2.4214
H -1.4831 3.0969 6.3628
H -1.4427 1.9714 8.5677
H -0.7058 -0.3778 8.7663
H 0.0033 -1.6517 6.7691
H -1.8510 -1.6637 2.0525
H -0.9002 -3.0196 1.4426
H -1.4585 -1.7687 0.3271
H 2.5723 -0.8802 3.6071
H 3.4574 -0.8935 2.0618
H 3.6171 -2.2275 3.1817
H 1.0966 -2.9460 4.0725
H 2.0269 -4.1109 3.1199
H 0.3384 -3.8333 2.7527
H 2.4880 -2.1724 0.0386
H 1.4628 -3.5783 0.3926
H 3.1092 -3.5110 1.0078
H -1.6771 2.4289 -1.2335
H -1.5682 4.0307 -0.4304
H -3.1251 3.3148 -0.7802
H -2.2479 0.3686 0.0575
H -3.8131 1.1288 0.3505
H -2.8945 0.5021 1.7154
H -2.5734 4.2589 1.9420
H -2.9093 2.8106 2.9037
H -3.9763 3.2688 1.5752
C -3.2183 -3.3127 -2.9586
C -2.2516 -2.8867 -1.8580
C -1.4036 -4.0753 -1.4034
Sb -0.9304 -1.2724 -2.5063
C -2.3812 -0.2810 -3.7854
C -3.5203 0.2298 -2.9069
C -1.9021 0.7976 -4.7485
C 0.1960 -2.4884 -3.9268
C 1.5545 -2.8883 -3.3609
C 0.3025 -1.9211 -5.3371
H -3.7960 -4.1709 -2.6087
H -2.6936 -3.6330 -3.8615
H -3.9311 -2.5354 -3.2276
H -2.8285 -2.5058 -1.0136
H -0.8970 -4.5525 -2.2427
H -2.0415 -4.8360 -0.9500
H -0.6415 -3.7983 -0.6721
H -2.7327 -1.1295 -4.3755
H -3.1925 1.0718 -2.2937
H -3.9208 -0.5365 -2.2405
H -4.3433 0.5884 -3.5287
H -1.6980 1.7455 -4.2480
H -2.7019 1.0049 -5.4626
H -1.0254 0.5063 -5.3295
H -0.4344 -3.3771 -3.9749
H 2.2445 -2.0364 -3.3188
H 2.0380 -3.6181 -4.0136
H 1.4819 -3.3350 -2.3664
H 0.8631 -0.9846 -5.3908
H -0.6758 -1.7566 -5.7888
H 0.8353 -2.6358 -5.9687

Calculated values
Spin multiplicity ... 3
Total energy ... -3435.69159 Eh
ΔE to the lowest compared entry with this formula, charge and spin ... 0.0 kcal/mol
LUMO (alpha / beta) ... -10.2 / -9.3 eV
Net charge ... +3
Expectation value of S² ... 2.0443